Entry 1:
Computed, not measured: a 6-piece molecular cluster, C80H180NO3P5 overall, with ωB97M-V/def2-TZVPD.

Structure (XYZ):
```
269
Properties=species:S:1:pos:R:3
C 7.06 6.46 6.22
C 6.04 7.56 5.78
C 4.56 7.18 6.15
C 4.01 6.07 5.15
P 2.15 5.85 5.12
C 1.66 4.93 6.68
C 2.41 3.55 6.97
C 1.80 2.38 6.26
C 2.47 1.08 6.72
C 1.69 4.75 3.69
C 1.55 5.53 2.37
C 1.50 4.57 1.18
C 1.54 5.36 -0.12
C 1.39 7.55 5.16
C 1.99 8.66 4.21
C 1.13 9.91 4.43
C 1.39 11.16 3.58
H 7.59 6.91 7.06
H 7.70 6.40 5.34
H 6.72 5.44 6.40
H 6.14 7.88 4.75
H 6.25 8.49 6.30
H 3.93 8.07 6.09
H 4.49 6.90 7.20
H 4.20 5.00 5.29
H 4.32 6.15 4.10
H 0.61 4.72 6.49
H 1.73 5.62 7.52
H 2.43 3.48 8.06
H 3.43 3.60 6.60
H 2.09 2.48 5.22
H 0.72 2.28 6.32
H 1.87 0.63 7.51
H 3.47 1.28 7.11
H 2.33 0.37 5.90
H 0.84 4.11 3.91
H 2.52 4.04 3.62
H 2.41 6.15 2.13
H 0.71 6.22 2.47
H 0.52 4.09 1.27
H 2.24 3.78 1.13
H 1.15 4.73 -0.92
H 2.49 5.79 -0.43
H 0.81 6.16 -0.16
H 1.57 7.93 6.16
H 0.31 7.50 4.99
H 1.80 8.30 3.21
H 3.07 8.80 4.33
H 1.43 10.10 5.46
H 0.06 9.71 4.52
H 0.43 11.41 3.12
H 2.13 11.06 2.79
H 1.62 12.07 4.12
C 5.96 -0.16 -5.29
C 5.21 -0.73 -4.09
C 5.63 0.03 -2.79
C 5.40 -0.75 -1.53
P 5.70 0.21 0.10
C 5.70 2.03 -0.17
C 6.01 2.93 1.03
C 6.27 4.40 0.60
C 5.93 5.44 1.69
C 4.57 -0.36 1.27
C 4.39 -1.94 1.31
C 3.39 -2.47 2.47
C 4.00 -2.29 3.87
C 7.30 -0.25 0.78
C 8.51 0.31 -0.07
C 9.85 -0.17 0.39
C 10.24 0.29 1.78
H 6.85 -0.75 -5.52
H 6.26 0.88 -5.13
H 5.30 -0.15 -6.15
H 5.36 -1.81 -3.98
H 4.15 -0.83 -4.32
H 5.06 0.96 -2.74
H 6.66 0.39 -2.82
H 6.06 -1.62 -1.45
H 4.33 -0.98 -1.58
H 4.77 2.43 -0.56
H 6.39 2.33 -0.96
H 6.92 2.75 1.60
H 5.24 2.92 1.80
H 5.64 4.59 -0.27
H 7.30 4.52 0.26
H 6.26 5.16 2.68
H 4.85 5.60 1.79
H 6.31 6.42 1.38
H 3.59 0.06 1.04
H 4.92 0.07 2.20
H 5.43 -2.15 1.53
H 3.98 -2.30 0.36
H 3.23 -3.52 2.25
H 2.38 -2.06 2.39
H 4.72 -1.47 3.95
H 4.44 -3.28 4.00
H 3.27 -2.03 4.63
H 7.35 -1.34 0.80
H 7.27 0.25 1.75
H 8.58 1.40 0.00
H 8.39 0.05 -1.12
H 10.50 0.30 -0.35
H 10.00 -1.25 0.33
H 9.38 0.28 2.45
H 10.63 1.31 1.78
H 10.97 -0.36 2.27
C -2.51 4.77 -3.13
C -1.59 4.78 -1.92
C -2.16 4.05 -0.69
C -2.67 2.67 -1.06
P -3.33 1.60 0.27
C -4.73 2.59 1.01
C -5.47 1.97 2.22
C -6.72 1.20 1.75
C -7.68 0.63 2.76
C -3.91 0.02 -0.52
C -3.40 -0.16 -1.97
C -3.83 -1.53 -2.52
C -3.04 -2.76 -2.12
C -1.88 1.18 1.53
C -0.71 0.61 0.79
C 0.35 -0.06 1.70
C 0.96 1.00 2.66
H -3.51 5.01 -2.77
H -2.41 3.75 -3.51
H -2.29 5.53 -3.88
H -1.47 5.82 -1.63
H -0.59 4.43 -2.16
H -2.91 4.62 -0.15
H -1.36 3.78 -0.01
H -1.84 2.17 -1.56
H -3.54 2.69 -1.72
H -5.40 2.93 0.23
H -4.28 3.48 1.43
H -5.93 2.70 2.90
H -4.78 1.38 2.82
H -6.32 0.40 1.14
H -7.39 1.76 1.10
H -8.45 0.03 2.28
H -8.03 1.37 3.48
H -7.14 -0.12 3.35
H -4.99 0.21 -0.56
H -3.69 -0.90 0.02
H -2.34 0.07 -2.01
H -3.95 0.60 -2.54
H -4.15 -1.49 -3.56
H -4.75 -1.75 -1.97
H -3.55 -3.70 -2.33
H -2.85 -2.67 -1.05
H -2.11 -2.89 -2.67
H -2.07 0.38 2.24
H -1.67 2.11 2.04
H -0.19 1.38 0.21
H -1.17 -0.13 0.13
H 1.02 -0.65 1.08
H -0.18 -0.79 2.31
H 1.68 0.59 3.37
H 0.23 1.72 3.03
H 1.57 1.63 2.00
C -0.30 -4.75 0.61
C -1.36 -5.70 -0.11
C -2.61 -5.75 0.73
C -3.57 -6.84 0.43
P -5.29 -6.92 1.22
C -6.21 -8.41 0.75
C -6.51 -8.65 -0.68
C -6.73 -10.12 -1.08
C -7.25 -10.25 -2.62
C -6.02 -5.29 0.75
C -7.49 -5.15 0.96
C -8.10 -3.77 0.40
C -7.62 -2.59 1.25
C -5.02 -6.80 3.08
C -6.27 -7.25 3.86
C -6.27 -6.82 5.33
C -7.24 -7.59 6.24
H -0.10 -4.97 1.66
H -0.47 -3.68 0.51
H 0.65 -4.93 0.10
H -0.99 -6.72 -0.24
H -1.55 -5.39 -1.14
H -3.12 -4.78 0.72
H -2.14 -5.80 1.72
H -3.15 -7.76 0.82
H -3.87 -7.04 -0.60
H -7.05 -8.40 1.44
H -5.55 -9.18 1.15
H -5.83 -8.08 -1.30
H -7.48 -8.25 -0.99
H -7.47 -10.62 -0.46
H -5.77 -10.61 -0.92
H -8.20 -9.72 -2.68
H -7.48 -11.30 -2.76
H -6.49 -9.92 -3.33
H -5.96 -5.23 -0.34
H -5.37 -4.47 1.07
H -7.78 -5.30 2.01
H -7.93 -5.98 0.40
H -9.16 -3.93 0.61
H -7.98 -3.77 -0.68
H -7.87 -2.62 2.31
H -8.31 -1.76 1.08
H -6.55 -2.38 1.20
H -4.76 -5.80 3.42
H -4.13 -7.36 3.36
H -6.39 -8.33 3.87
H -7.17 -6.86 3.39
H -6.45 -5.74 5.43
H -5.29 -7.04 5.74
H -8.31 -7.61 6.01
H -7.12 -7.18 7.24
H -6.93 -8.64 6.22
C 2.73 2.46 -4.87
C 2.22 1.19 -5.65
C 0.94 1.27 -6.51
C 0.47 0.00 -7.15
P -0.53 -1.04 -5.97
C 0.34 -1.89 -4.61
C 1.65 -2.52 -5.15
C 2.28 -3.43 -4.04
C 3.36 -4.51 -4.42
C -1.17 -2.36 -7.12
C -2.23 -3.33 -6.51
C -2.13 -4.76 -7.06
C -1.07 -5.71 -6.36
C -1.99 -0.07 -5.36
C -2.91 0.34 -6.49
C -3.63 1.72 -6.09
C -4.52 2.36 -7.07
H 1.98 2.93 -4.24
H 2.79 3.39 -5.42
H 3.70 2.36 -4.37
H 2.16 0.33 -4.98
H 3.05 0.99 -6.33
H 1.15 1.81 -7.43
H 0.13 1.77 -5.97
H 1.23 -0.59 -7.66
H -0.29 0.19 -7.91
H -0.31 -2.67 -4.21
H 0.46 -1.23 -3.76
H 2.39 -1.83 -5.56
H 1.54 -3.14 -6.04
H 1.64 -4.03 -3.39
H 2.75 -2.70 -3.39
H 2.98 -5.39 -4.94
H 3.83 -4.94 -3.54
H 4.14 -3.95 -4.94
H -0.35 -2.98 -7.46
H -1.61 -1.77 -7.93
H -3.16 -2.77 -6.46
H -2.00 -3.41 -5.44
H -2.22 -4.97 -8.13
H -3.03 -5.23 -6.68
H -1.18 -5.65 -5.27
H -0.04 -5.43 -6.60
H -1.07 -6.71 -6.80
H -1.60 0.86 -4.93
H -2.42 -0.65 -4.54
H -3.74 -0.33 -6.73
H -2.46 0.52 -7.46
H -2.81 2.41 -5.90
H -4.24 1.49 -5.21
H -5.44 1.83 -7.34
H -3.97 2.54 -7.99
H -4.93 3.27 -6.62
N 1.60 0.59 -1.78
O 0.45 0.93 -2.02
O 2.39 1.43 -1.44
O 1.93 -0.59 -1.85
```

The frontier orbital gap is 8.708 eV. For the highest occupied orbital energy, the calculation gives -15.2 eV. The largest force on an atom is 3.776 eV Å⁻¹. The energy above the lowest of the compared OMol25 structures with the same formula, charge and spin comes out at 62.0 kcal/mol. As for the molar mass: 1359.2 g mol⁻¹. Its total charge is +4.



Entry 2:
Computed, not measured: a 4-piece molecular cluster, C10H20FN5O2S overall, with ωB97M-V/def2-TZVPD.

Structure (XYZ):
```
39
Properties=species:S:1:pos:R:3
C 1.48 0.44 -2.02
C 0.16 0.06 -1.38
C -0.21 0.84 -0.09
N 0.94 1.51 0.56
N 1.18 1.07 1.93
C 2.29 1.88 2.48
S 1.55 -0.53 2.02
O 2.10 -1.08 0.83
O 2.23 -0.78 3.24
F 0.14 -1.16 2.21
H 1.71 -0.28 -2.79
H 2.31 0.43 -1.32
H 1.44 1.43 -2.48
H 0.17 -1.00 -1.14
H -0.63 0.25 -2.10
H -0.89 1.63 -0.39
H -0.76 0.22 0.61
H 0.68 2.48 0.69
H 1.92 2.90 2.55
H 2.57 1.53 3.46
H 3.12 1.87 1.78
C -3.92 -1.43 -0.77
C -3.50 -0.96 -2.09
N -3.16 -0.60 -3.12
H -3.40 -2.35 -0.51
H -3.70 -0.68 -0.02
H -4.99 -1.63 -0.76
C -5.77 2.42 -0.66
C -4.34 2.28 -0.83
N -3.20 2.17 -0.96
H -6.12 3.34 -1.13
H -6.30 1.59 -1.12
H -6.04 2.45 0.40
C 5.00 -3.17 0.88
C 5.48 -3.81 -0.33
N 5.85 -4.32 -1.29
H 4.13 -2.55 0.69
H 4.72 -3.91 1.63
H 5.77 -2.54 1.32
```

The frontier orbital gap is 9.516 eV. For the highest occupied orbital energy, the calculation gives -9.2 eV. The largest force on an atom is 1.719 eV Å⁻¹. As for the molar mass: 293.4 g mol⁻¹.



Entry 3:
Computed, not measured: one molecule with the formula C2H5BrN4O2, with ωB97M-V/def2-TZVPD.

Structure (XYZ):
```
14
Properties=species:S:1:pos:R:3
C -0.95 0.42 -0.31
C 1.32 -0.13 -0.31
N -1.89 1.21 -0.94
N 1.94 -1.30 -0.64
N -1.10 0.01 0.89
N -0.08 -0.75 1.28
O 0.08 -0.07 -1.06
O 1.85 0.83 0.20
Br 0.27 -0.38 3.11
H -2.55 1.75 -0.35
H -1.71 1.35 -1.86
H 1.54 -1.90 -1.43
H 2.90 -1.36 -0.33
H -1.61 0.31 1.76
```

The frontier orbital gap is 7.589 eV. For the highest occupied orbital energy, the calculation gives -7.1 eV. The largest force on an atom is 4.551 eV Å⁻¹. The energy above the lowest of the compared OMol25 structures with the same formula, charge and spin comes out at 6.1 kcal/mol. As for the molar mass: 197.0 g mol⁻¹.



Entry 4:
Computed, not measured: an isolated ion of composition C8H12NO5P and charge -2, with ωB97M-V/def2-TZVPD.

Structure (XYZ):
```
27
Properties=species:S:1:pos:R:3
C 0.05 2.47 0.19
C 0.86 1.17 -0.07
C 0.08 -0.04 0.41
C 0.29 -1.23 -0.48
C -0.38 -2.49 0.17
N -0.08 -0.91 -1.82
C 0.41 -1.36 -2.93
O 1.47 -1.88 -3.03
P -0.87 -0.68 -4.41
C -0.62 1.32 -4.23
O -0.23 1.66 -3.14
O -0.96 1.87 -5.25
C -2.62 -0.63 -3.52
O -3.53 -0.46 -4.26
O -2.68 -0.79 -2.32
H 0.68 3.24 -0.17
H -0.90 2.50 -0.48
H -0.13 2.34 1.28
H 1.75 1.28 0.37
H 1.11 1.00 -1.08
H 0.26 -0.46 1.45
H -0.98 0.30 0.49
H 1.38 -1.31 -0.54
H -1.41 -2.55 -0.15
H 0.11 -3.29 -0.23
H -0.39 -2.47 1.19
H -1.12 -0.58 -1.92
```

The frontier orbital gap is 5.806 eV. For the highest occupied orbital energy, the calculation gives -0.2 eV. The largest force on an atom is 4.826 eV Å⁻¹. The energy above the lowest of the compared OMol25 structures with the same formula, charge and spin comes out at 51.4 kcal/mol. As for the molar mass: 233.2 g mol⁻¹. Its total charge is -2.



Entry 5:
Computed, not measured: one molecule with the formula C12H19N3O3S, with ωB97M-V/def2-TZVPD.

Structure (XYZ):
```
38
Properties=species:S:1:pos:R:3
C 3.25 -3.32 -2.00
C 2.15 -2.16 -1.98
C 2.53 -1.17 -0.85
C 1.69 0.09 -1.06
C 0.44 -0.05 -0.74
C 0.24 -0.57 0.88
O 0.81 0.11 1.71
O -0.45 -1.53 1.16
C -0.78 1.00 -1.09
C -0.18 2.28 -0.12
C -2.03 0.64 -0.71
C -3.04 1.71 -0.22
O -3.42 2.48 -1.15
N -3.14 2.03 0.94
C -2.43 1.55 2.15
N -2.13 0.32 2.34
N -1.64 0.11 3.50
C -2.03 0.73 4.43
S -2.66 2.47 3.70
H 3.30 -3.93 -0.87
H 2.83 -4.27 -2.78
H 4.42 -2.88 -2.21
H 2.22 -1.75 -3.17
H 1.25 -2.60 -1.95
H 3.60 -1.00 -1.21
H 2.56 -1.62 0.04
H 2.02 0.79 -0.56
H 1.79 0.50 -2.18
H -0.04 -1.24 -1.09
H -0.39 -1.74 2.28
H -0.54 1.11 -1.92
H 0.70 2.48 -0.53
H -0.11 2.22 0.82
H -0.94 3.22 -0.59
H -2.37 0.14 -1.60
H -2.12 -0.03 0.18
H -3.61 2.91 1.26
H -1.74 0.99 5.20
```

The frontier orbital gap is 8.525 eV. For the highest occupied orbital energy, the calculation gives -9.0 eV. The largest force on an atom is 17.539 eV Å⁻¹. The energy above the lowest of the compared OMol25 structures with the same formula, charge and spin comes out at 355.2 kcal/mol. As for the molar mass: 285.4 g mol⁻¹.



Entry 6:
Computed, not measured: C25H41CeCl3N3O3SSi as an isolated structure, with ωB97M-V/def2-TZVPD.

Structure (XYZ):
```
78
Properties=species:S:1:pos:R:3
C -1.47 -2.34 -2.97
C -1.01 -3.27 -1.90
H -1.30 -2.74 -3.97
H -0.97 -1.36 -2.88
H -2.55 -2.15 -2.90
C -0.45 -4.47 -2.12
C -0.20 -5.10 -3.45
H -0.12 -5.09 -1.27
H -0.35 -4.38 -4.26
H -0.87 -5.96 -3.65
H 0.82 -5.49 -3.53
Ce -0.03 0.35 0.27
Cl -2.41 0.38 1.39
Cl 0.06 1.54 -2.02
H 0.77 4.66 4.17
H -1.36 5.74 3.08
C 1.08 4.39 3.15
C -0.97 5.41 2.11
N -0.11 4.24 2.31
H 1.64 3.45 3.19
C -0.36 3.13 1.66
O 0.45 2.13 1.67
H -1.79 5.10 1.46
H -1.30 3.05 1.09
H 1.71 5.20 2.77
H -0.39 6.21 1.63
H 1.42 -1.88 -2.54
H 2.58 -4.08 -1.37
C 2.37 -1.39 -2.26
C 3.39 -3.38 -1.15
N 2.88 -2.02 -1.03
H 2.21 -0.31 -2.10
C 2.72 -1.44 0.15
O 2.14 -0.32 0.29
H 3.88 -3.66 -0.21
H 3.09 -1.99 1.02
H 3.09 -1.56 -3.07
H 4.11 -3.44 -1.97
O -0.33 -1.70 -0.25
C -1.18 -2.77 -0.49
C 0.22 -4.27 1.05
C -1.02 -3.82 0.60
H 1.13 -3.80 0.68
C 0.27 -5.29 2.02
H -2.21 -2.40 -0.43
C -2.20 -4.34 1.12
H 1.24 -5.67 2.35
C -0.92 -5.80 2.55
C -2.16 -5.32 2.11
H -3.14 -3.93 0.73
H -0.88 -6.60 3.30
H -3.10 -5.71 2.51
Si -0.37 4.37 -4.46
Cl -0.56 2.45 -5.24
C 1.47 4.59 -4.17
C -1.62 4.35 -3.05
C -0.82 5.83 -5.61
H 1.87 3.68 -3.71
H 1.67 5.44 -3.51
H 1.99 4.76 -5.12
H -0.16 5.96 -6.48
H -0.74 6.77 -5.03
H -1.85 5.79 -5.99
H -1.47 3.43 -2.47
H -2.64 4.34 -3.46
H -1.53 5.22 -2.37
S 0.42 -1.23 2.88
C 0.06 -0.21 4.16
N -1.17 -0.31 4.78
C -1.56 0.54 5.77
C -0.67 1.49 6.25
C 0.60 1.59 5.68
C 0.97 0.74 4.66
H -1.81 -1.01 4.41
H -2.57 0.40 6.14
H -0.97 2.14 7.07
H 1.32 2.34 6.04
H 1.95 0.76 4.18
```

The frontier orbital gap (alpha / beta) is 6.762 / 7.734 eV. For the highest occupied orbital energy (alpha / beta), the calculation gives -6.9 / -7.8 eV. The expectation value of S² is 0.751. The multiplicity is 2. The largest force on an atom is 3.308 eV Å⁻¹. The energy above the lowest of the compared OMol25 structures with the same formula, charge and spin comes out at 4.6 kcal/mol. As for the molar mass: 738.2 g mol⁻¹.